(1)
31
Properties=species:S:1:pos:R:3:lowdin_spin:R:1 method="wB97M-V/def2-TZVPD" gap_ev="11.66 / 5.82" charge=+1 e_homo_ev="-14.5 / -14.5" s_squared=0.75 energy_ev=-19260.323 spin_multiplicity=2 relative_energy_kj_mol=6.90
H 0.652 2.034 -2.292 0.0008
O 2.499 -0.385 -1.450 0.0028
H 1.550 0.142 1.910 -0.0002
H -1.378 2.633 -1.135 0.0075
H -0.620 1.189 1.323 0.0192
H 3.327 -0.559 -0.862 0.0000
H -0.738 -0.796 2.282 -0.0001
H 0.798 0.384 -2.896 0.0050
H -1.456 0.315 -2.164 0.0117
O -1.378 -2.575 0.086 0.0000
H 1.219 -1.258 1.583 0.0000
C -2.808 1.344 -0.221 0.0215
H -1.966 0.041 1.900 -0.0003
O -1.681 -0.871 2.138 -0.0001
O 0.970 -0.564 2.166 0.0043
H -3.237 2.076 0.496 0.0002
C -1.351 1.715 -0.537 0.0899
H -3.430 1.371 -1.188 0.0027
C 1.745 0.647 -0.996 0.0009
H -0.627 -0.343 -0.719 -0.0007
H 0.288 -2.597 0.215 0.0000
N -0.653 2.014 0.703 0.6822
H 0.231 2.320 0.533 0.0226
H -1.581 -1.965 0.774 0.0000
H -1.772 -3.432 0.372 0.0000
O 2.021 1.206 0.003 0.0317
H 1.538 -2.154 -0.554 0.0000
H -2.918 0.361 0.245 0.0002
C 0.629 0.932 -1.978 0.0067
C -0.728 0.573 -1.366 0.0914
O 1.291 -2.452 0.287 0.0000

(2)
40
Properties=species:S:1:pos:R:3:mulliken_charge:R:1 method="wB97M-V/def2-TZVPD" gap_ev=8.88 e_homo_ev=-9.1 smiles="NC(N)=O.NC(N)=O.NC(N)=O.NC(N)=O.NC(N)=O" energy_ev=-30652.798 relative_energy_kj_mol=83.18
O 3.357 34.866 20.241 -0.7182
C 3.512 40.121 19.921 0.6055
N 2.998 31.017 20.035 -0.5573
H 7.538 32.570 16.661 0.2088
H 1.930 35.621 21.522 0.2932
C 3.309 30.154 19.005 0.5900
C 8.477 32.877 18.456 0.5839
H 4.161 32.600 20.491 0.2385
H 6.406 34.882 19.583 -0.0007
H 3.791 38.099 20.216 0.1276
N 7.747 33.258 17.362 -0.3464
O -0.372 37.742 21.483 -0.6846
N 3.209 40.987 18.926 -0.3731
N 5.524 35.365 19.688 -0.2636
H 2.141 31.520 19.870 0.1720
N 3.733 38.818 19.519 -0.3097
H 9.987 31.778 19.054 0.2709
H 5.876 32.949 20.277 0.1473
N 0.768 36.759 19.774 -0.3137
H 3.106 40.757 17.956 0.1613
H 3.231 41.966 19.145 0.2274
H 0.922 36.202 22.905 0.1836
C 0.483 36.957 21.096 0.5925
O 2.644 30.096 17.996 -0.5946
H 3.582 38.574 18.558 0.1615
H 9.022 30.995 17.956 0.2507
N 4.927 33.259 20.398 -0.2761
H 5.455 36.335 19.453 0.1766
H 4.845 28.891 18.485 0.2308
H 3.304 30.844 20.977 0.2728
N 9.423 31.886 18.221 -0.5621
H 0.272 37.288 19.086 0.1708
N 1.250 36.218 21.960 -0.3241
H 1.411 36.018 19.546 0.2094
O 8.391 33.460 19.526 -0.6259
C 4.537 34.532 20.111 0.6623
O 3.609 40.429 21.095 -0.6272
N 4.387 29.342 19.254 -0.3989
H 4.890 29.410 20.120 0.1871
H 7.209 34.098 17.463 0.2514

(3)
40
Properties=species:S:1:pos:R:3:mulliken_charge:R:1 method="wB97M-V/def2-TZVPD" gap_ev=8.91 e_homo_ev=-8.8 smiles="NC(N)=O.NC(N)=O.NC(N)=O.NC(N)=O.NC(N)=O" energy_ev=-30650.634 relative_energy_kj_mol=291.97
H -1.001 3.528 -3.679 0.1928
N -0.160 -0.132 4.378 -0.4076
N -2.007 0.913 1.318 -0.2140
H 0.299 0.688 4.747 0.2412
O -2.193 0.823 -2.769 -0.7064
H 0.965 1.763 0.576 0.1911
O 1.856 -1.906 0.975 -0.6069
H -0.456 1.794 -3.814 0.1939
H -0.849 -1.708 2.887 0.1970
N 3.142 -2.200 -0.932 -0.3548
C 1.420 1.419 -1.330 0.5515
N -0.982 2.555 -3.407 -0.3573
C 2.070 -2.288 -0.149 0.1868
C 0.650 -1.008 3.991 0.6447
H -2.162 3.784 -1.718 0.1751
O 1.282 2.526 -1.782 -0.6238
H 0.294 -3.047 -0.318 0.2023
N 1.376 1.106 -0.071 -0.2592
H -1.839 -1.359 -0.651 0.1766
N -1.740 -0.451 -0.220 0.0360
N 1.733 0.362 -2.019 -0.3076
H -1.767 1.623 0.641 0.0480
H 1.810 -0.501 -1.499 0.4298
H 1.500 0.165 0.276 0.1415
C -2.183 -0.347 1.008 0.5984
H -1.594 0.378 -0.778 -0.1928
N 1.163 -2.978 -0.828 -0.2835
H -1.071 -0.253 3.959 0.2100
H 1.657 0.360 -3.026 0.2010
H 3.042 -2.531 -1.881 0.1474
H 1.431 -3.267 -1.758 0.1589
N -2.461 2.819 -1.719 -0.4404
H 0.749 -2.305 2.502 0.3440
H -3.271 2.416 -1.271 0.2949
N 0.102 -1.904 3.166 -0.4881
H -2.234 1.286 2.229 0.2374
O 1.821 -1.014 4.305 -0.6970
H 4.064 -1.974 -0.587 0.2137
C -1.892 2.018 -2.605 0.7078
O -2.564 -1.157 1.852 -0.7822

(4)
30
Properties=species:S:1:pos:R:3:lowdin_spin:R:1 method="wB97M-V/def2-TZVPD" gap_ev="10.97 / 6.03" charge=+1 e_homo_ev="-13.8 / -13.6" s_squared=0.75 energy_ev=-14623.352 spin_multiplicity=2 relative_energy_kj_mol=56.76
C 1.443 1.247 0.843 0.0434
H -0.721 2.779 1.735 0.0094
H 1.568 -0.870 2.001 -0.0001
H 1.369 -2.059 1.138 0.0003
O 2.292 -2.008 -0.852 0.0061
H -2.629 -0.418 -1.271 0.0000
H -0.411 0.535 1.799 0.0001
H -2.467 2.049 -0.483 0.0041
C -0.055 0.922 0.863 0.0860
H -1.652 -0.901 1.166 0.0247
C -2.250 -1.373 -0.884 0.0104
H -3.127 -1.885 -0.490 0.0035
N -2.206 2.300 0.458 0.0628
C -1.217 -1.158 0.186 0.0732
H -0.285 2.931 0.038 0.0012
H 1.812 1.768 -0.051 0.0002
H 2.709 -1.535 -0.116 0.0001
O 0.858 0.117 -2.682 0.0079
H 1.522 -1.427 -0.961 0.0020
C -0.812 2.313 0.750 0.0730
H 1.837 1.671 1.761 0.0045
H 1.461 0.771 -3.071 0.0001
H -0.652 0.326 -1.090 0.0140
O 1.475 -1.826 2.075 0.0007
H -1.951 -1.976 -1.732 0.0002
H -0.604 -1.999 0.510 0.0283
N -0.373 -0.015 -0.166 0.5441
H 1.981 0.323 0.614 -0.0006
H -2.757 1.849 1.181 0.0006
H 0.861 -0.579 -3.352 0.0000